Entry 1
A single C3H5N5 molecule. Source: the Open Molecules 2025 dataset; level of theory: wB97M-V/def2-TZVPD.

Cartesian coordinates (Å):
C  1.25420  -1.14312  -0.64756
C  -1.24873  0.73537  -0.02482
C  -2.06825  1.78355  0.67739
H  2.88939  -2.03542  0.49737
H  3.02965  -2.46332  -1.07453
H  0.43195  -1.99382  -2.16218
H  1.59054  0.13912  0.86247
H  -1.58557  0.26248  -1.02269
N  2.55957  -1.73296  -0.48476
N  0.31977  -1.24681  -1.53371
N  0.79477  -0.38209  0.41009
N  -0.07851  0.53216  0.54817
N  -2.73549  2.52057  1.47015

Its structure (SMILES) is [H]/N=C(\N)N/N=C/C#N. As for the gap between HOMO and LUMO: 0.3473 Eh. Its total charge is 0.

Charge distribution, natural (NBO) scheme, values in e: atom 1 (C): 0.560, atom 2 (C): -0.112, atom 3 (C): 0.238, atom 4 (H): 0.401, atom 5 (H): 0.417, atom 6 (H): 0.346, atom 7 (H): 0.378, atom 8 (H): 0.251, atom 9 (N): -0.879, atom 10 (N): -0.733, atom 11 (N): -0.380, atom 12 (N): -0.173, atom 13 (N): -0.315

Entry 2
A molecular structure, C3H5N5. Source: the Open Molecules 2025 dataset; level of theory: wB97M-V/def2-TZVPD.

Cartesian coordinates (Å):
C  -0.14101  0.40241  -0.62210
C  -1.08822  0.24434  0.33101
C  0.60707  -0.97959  0.91982
H  -1.19399  1.73132  -3.21624
H  -2.09066  0.44336  0.41031
H  -0.56597  0.18803  2.57320
H  2.41339  -1.27383  1.71370
H  2.02740  -0.37709  -0.58115
N  -1.28831  1.34217  -2.30102
N  -0.02210  1.15586  -1.84644
N  -0.72439  -0.57436  1.17727
N  1.18229  -1.61293  1.77907
N  0.88448  -0.68970  -0.33743

As for the gap between HOMO and LUMO: 0.2496 Eh. Its total charge is 0.

Charge distribution, natural (NBO) scheme, values in e: atom 1 (C): 0.177, atom 2 (C): -0.057, atom 3 (C): 0.481, atom 4 (H): 0.319, atom 5 (H): 0.228, atom 6 (H): 0.322, atom 7 (H): 0.311, atom 8 (H): 0.412, atom 9 (N): -0.343, atom 10 (N): -0.141, atom 11 (N): -0.458, atom 12 (N): -0.664, atom 13 (N): -0.586

Entry 3
A single C3H5N5 molecule. Source: the Open Molecules 2025 dataset; level of theory: wB97M-V/def2-TZVPD.

Cartesian coordinates (Å):
C  0.68309  0.59688  -0.00065
C  -1.43096  -0.17828  0.02140
C  -1.43857  1.28866  -0.05587
H  3.51770  -0.50648  -0.28712
H  2.24491  -1.06487  0.77768
H  0.41053  -1.52058  -0.39895
H  -3.32237  -0.82093  0.04436
H  -2.18596  2.00700  -0.14653
N  2.44943  -0.60500  0.01391
N  1.87976  0.67240  0.16584
N  -0.14366  -0.54611  -0.39397
N  -2.36966  -1.07873  0.22890
N  -0.29424  1.75606  0.03100

Its structure (SMILES) is [H]/N=C1C=N/C(=N/N)N\1. As for the gap between HOMO and LUMO: 0.3346 Eh. Its total charge is 0.

Charge distribution, natural (NBO) scheme, values in e: atom 1 (C): 0.498, atom 2 (C): 0.371, atom 3 (C): 0.030, atom 4 (H): 0.385, atom 5 (H): 0.349, atom 6 (H): 0.456, atom 7 (H): 0.356, atom 8 (H): 0.215, atom 9 (N): -0.695, atom 10 (N): -0.285, atom 11 (N): -0.654, atom 12 (N): -0.678, atom 13 (N): -0.348

Entry 4
A molecular structure, C3H5N5. Source: the Open Molecules 2025 dataset; level of theory: wB97M-V/def2-TZVPD.

Cartesian coordinates (Å):
C  1.55300  0.96660  0.17107
C  0.87794  -0.35399  -0.20327
C  -2.33013  -0.68863  0.05676
H  0.63017  2.16770  -0.20255
H  2.69518  1.04713  -0.56563
H  1.84103  0.98300  1.53130
H  2.18691  -1.37423  -0.44017
H  -3.19512  -1.21961  0.37113
N  1.21710  -1.51704  -0.38183
N  -0.50866  -0.23882  0.12628
N  -1.18414  -1.25097  0.17885
N  -2.51968  0.54018  -0.29203
N  -1.26360  0.93866  -0.34991

As for the gap between HOMO and LUMO: 0.3773 Eh. Its total charge is 0.

Charge distribution, natural (NBO) scheme, values in e: atom 1 (C): -0.742, atom 2 (C): 0.360, atom 3 (C): 0.101, atom 4 (H): 0.309, atom 5 (H): 0.242, atom 6 (H): 0.277, atom 7 (H): 0.341, atom 8 (H): 0.180, atom 9 (N): -0.550, atom 10 (N): -0.070, atom 11 (N): -0.162, atom 12 (N): -0.203, atom 13 (N): -0.082

It is entry 2 that is the least stable of them.

Entry 1
A single C3H5N5 molecule. Source: the Open Molecules 2025 dataset; level of theory: wB97M-V/def2-TZVPD.

Cartesian coordinates (Å):
C  -0.65134  1.32602  -0.11848
C  -1.82061  0.64349  -0.13431
C  0.54905  -0.79911  -0.04313
H  2.13468  1.14592  -0.70169
H  2.14944  1.03846  1.05289
H  -0.52024  2.40814  -0.11585
H  -2.81799  1.19339  -0.28033
H  2.49606  -1.10545  -0.21065
N  1.65456  1.36448  0.14654
N  0.46148  0.67307  0.02516
N  -1.76783  -0.73220  0.17481
N  -0.74258  -1.42160  0.11718
N  1.55085  -1.55558  -0.17354

Its structure (SMILES) is [H]/N=c1/nnccn1N. As for the gap between HOMO and LUMO: 0.3307 Eh. Its total charge is 0.

Charge distribution, natural (NBO) scheme, values in e: atom 1 (C): 0.057, atom 2 (C): -0.204, atom 3 (C): 0.469, atom 4 (H): 0.362, atom 5 (H): 0.375, atom 6 (H): 0.232, atom 7 (H): 0.228, atom 8 (H): 0.344, atom 9 (N): -0.639, atom 10 (N): -0.252, atom 11 (N): -0.111, atom 12 (N): -0.192, atom 13 (N): -0.670

Entry 2
A single C3H5N5 molecule. Source: the Open Molecules 2025 dataset; level of theory: wB97M-V/def2-TZVPD.

Cartesian coordinates (Å):
C  -2.01163  -0.19677  -0.21112
C  2.12192  -0.39852  -0.08229
C  0.49934  0.96853  0.02069
H  -2.89766  -0.42525  -0.68927
H  -1.96985  0.28101  0.97649
H  0.62147  -1.94021  -0.03718
H  3.03185  -0.76746  -0.50231
H  -1.02823  1.90049  0.38979
N  -0.97731  -0.83131  -0.50205
N  -0.05893  -0.35057  0.58087
N  1.04499  -1.16286  0.37846
N  1.77124  0.85435  -0.45476
N  -0.14721  2.06856  0.13268

Its structure (SMILES) is [H]/N=c1/nc[nH]n1N=C. As for the gap between HOMO and LUMO: 0.3383 Eh. Its total charge is 0.

Charge distribution, natural (NBO) scheme, values in e: atom 1 (C): -0.073, atom 2 (C): 0.264, atom 3 (C): 0.482, atom 4 (H): 0.192, atom 5 (H): 0.188, atom 6 (H): 0.413, atom 7 (H): 0.217, atom 8 (H): 0.325, atom 9 (N): -0.284, atom 10 (N): -0.184, atom 11 (N): -0.450, atom 12 (N): -0.457, atom 13 (N): -0.634

It is entry 2 that is the least stable of them.

Entry 1
A single C3H5N5 molecule. Source: the Open Molecules 2025 dataset; level of theory: wB97M-V/def2-TZVPD.

Cartesian coordinates (Å):
N  0.17359  -0.91073  -1.62682
C  -1.05409  -0.56522  -0.09629
C  1.34957  0.43555  0.33001
C  0.24290  0.06516  -0.53146
N  -1.93960  -0.33347  0.90551
N  -0.99250  -1.49091  -1.00664
N  2.20078  0.12845  1.16306
N  0.82426  1.38141  -0.60949
H  0.94682  -1.56463  -1.71747
H  -2.00175  0.60811  1.26165
H  -2.80970  -0.83865  0.84032
H  2.77207  0.85989  1.57566
H  0.28765  2.22503  -0.48803

Its structure (SMILES) is [H]/N=C1\N[C@@]12NN=C2N. As for the gap between HOMO and LUMO: 0.3292 Eh. Its total charge is 0.

Charge distribution, natural (NBO) scheme, values in e: atom 1 (N): -0.452, atom 2 (C): 0.338, atom 3 (C): 0.451, atom 4 (C): 0.106, atom 5 (N): -0.804, atom 6 (N): -0.298, atom 7 (N): -0.640, atom 8 (N): -0.609, atom 9 (H): 0.357, atom 10 (H): 0.393, atom 11 (H): 0.403, atom 12 (H): 0.362, atom 13 (H): 0.393

Entry 2
A single C3H5N5 molecule. Source: the Open Molecules 2025 dataset; level of theory: wB97M-V/def2-TZVPD.

Cartesian coordinates (Å):
C  1.92853  1.08305  0.56565
C  -1.76371  -0.84207  -0.31321
C  -0.48323  -0.53121  0.46141
H  2.80616  1.70487  0.55126
H  1.78201  0.46613  1.45544
H  -0.35739  0.75742  -2.18082
H  -2.64066  -1.28352  0.12529
H  -0.84889  -0.89992  2.21893
N  1.30299  0.91964  -0.57452
N  0.27772  -0.02632  -0.57199
N  -0.32758  -0.15498  -1.80491
N  -1.62807  -0.57115  -1.57583
N  -0.04788  -0.62195  1.64331

Its structure (SMILES) is [H]/N=c1\cn[nH]n1N=C. As for the gap between HOMO and LUMO: 0.3350 Eh. Its total charge is 0.

Charge distribution, natural (NBO) scheme, values in e: atom 1 (C): -0.116, atom 2 (C): -0.058, atom 3 (C): 0.338, atom 4 (H): 0.184, atom 5 (H): 0.224, atom 6 (H): 0.377, atom 7 (H): 0.215, atom 8 (H): 0.348, atom 9 (N): -0.243, atom 10 (N): -0.126, atom 11 (N): -0.229, atom 12 (N): -0.189, atom 13 (N): -0.725

It is entry 1 that is the least stable of them.

Entry 1
A single C3H5N5 molecule. Source: the Open Molecules 2025 dataset; level of theory: wB97M-V/def2-TZVPD.

Cartesian coordinates (Å):
C  2.36993  -0.29100  0.01579
C  -2.13309  -0.33114  0.04181
C  -0.32582  0.85205  -0.12820
H  1.91409  0.66920  0.54832
H  3.41033  -0.64166  -0.58853
H  -1.21702  -2.10308  0.43837
H  -3.25281  -0.68332  0.39212
H  0.43091  2.77487  -0.07974
N  1.26305  -0.98450  -0.24637
N  -0.01713  -0.51000  0.04453
N  -1.14752  -1.33534  -0.15389
N  -1.78292  0.90412  -0.33531
N  0.48801  1.67981  0.05110

Its structure (SMILES) is [H]/N=c1\nc[nH]n1N=C. As for the gap between HOMO and LUMO: 0.3330 Eh. Its total charge is 0.

Charge distribution, natural (NBO) scheme, values in e: atom 1 (C): -0.211, atom 2 (C): 0.257, atom 3 (C): 0.528, atom 4 (H): 0.259, atom 5 (H): 0.231, atom 6 (H): 0.386, atom 7 (H): 0.215, atom 8 (H): 0.412, atom 9 (N): -0.288, atom 10 (N): -0.158, atom 11 (N): -0.401, atom 12 (N): -0.492, atom 13 (N): -0.738

Entry 2
A single C3H5N5 molecule. Source: the Open Molecules 2025 dataset; level of theory: wB97M-V/def2-TZVPD.

Cartesian coordinates (Å):
C  -0.57451  1.78534  0.47064
C  1.10911  0.01718  0.79880
C  -0.22750  -1.21830  -1.15400
H  -2.36864  2.66422  0.87967
H  -0.13610  2.42251  1.22659
H  1.55187  0.51969  1.61408
H  1.50731  -2.54302  -0.88365
H  -0.59307  -1.66617  -2.03588
N  -1.99913  1.82399  0.32129
N  0.10041  0.68775  0.05792
N  1.50149  -1.31898  0.76050
N  0.91006  -1.70530  -0.50908
N  -0.77053  -0.18782  -0.84398

Its structure (SMILES) is [H]/N=C/N1C=NNC=N1. As for the gap between HOMO and LUMO: 0.3103 Eh. Its total charge is 0.

Charge distribution, natural (NBO) scheme, values in e: atom 1 (C): 0.237, atom 2 (C): 0.243, atom 3 (C): 0.248, atom 4 (H): 0.332, atom 5 (H): 0.185, atom 6 (H): 0.190, atom 7 (H): 0.406, atom 8 (H): 0.210, atom 9 (N): -0.649, atom 10 (N): -0.341, atom 11 (N): -0.246, atom 12 (N): -0.541, atom 13 (N): -0.274

Entry 3
2 unconnected molecules or ions with the total composition C3H5N5. Source: the Open Molecules 2025 dataset; level of theory: wB97M-V/def2-TZVPD.

Cartesian coordinates (Å):
C  -1.73240  -1.13310  -0.00756
C  -0.98448  0.28271  -0.18964
C  2.34284  0.67574  0.04574
H  -0.80758  -1.99057  -0.43396
H  -2.81656  -1.24945  -0.37501
H  -1.79036  -1.21422  1.43695
H  -1.09372  2.27385  -0.08272
H  3.17726  1.28147  -0.00583
N  -1.63832  1.49070  0.02234
N  0.46726  0.07352  -0.24303
N  1.17333  1.17536  -0.07403
N  2.53852  -0.59859  0.06118
N  1.16421  -1.06743  -0.15444

As for the gap between HOMO and LUMO: 0.3624 Eh. Its total charge is 0.

Charge distribution, natural (NBO) scheme, values in e: atom 1 (C): -0.693, atom 2 (C): 0.412, atom 3 (C): 0.124, atom 4 (H): 0.274, atom 5 (H): 0.261, atom 6 (H): 0.242, atom 7 (H): 0.354, atom 8 (H): 0.199, atom 9 (N): -0.573, atom 10 (N): -0.058, atom 11 (N): -0.257, atom 12 (N): -0.234, atom 13 (N): -0.050

It is entry 1 that is the least stable of them.